[1]
Here is C43H55FIrN4O6S2Si4 as an isolated structure from the Open Molecules 2025 dataset. Energies are from ωB97M-V with the def2-TZVPD basis set.

Cartesian coordinates (Å):
Ir 0.079 0.354 -0.130
C -0.541 5.532 2.922
Si -1.845 5.624 1.540
C -1.847 7.401 0.831
C -3.565 5.199 2.255
C -1.515 4.473 0.054
C -1.744 4.903 -1.244
C -1.507 4.071 -2.332
C -0.985 2.811 -2.094
N -0.745 2.385 -0.867
C -1.036 3.161 0.184
S -0.734 2.381 1.683
H -0.815 6.189 3.742
H 0.443 5.834 2.582
H -0.463 4.525 3.315
H -1.772 8.133 1.628
H -2.760 7.617 0.285
H -1.012 7.572 0.159
H -3.869 5.923 3.006
H -3.553 4.222 2.728
H -4.329 5.183 1.483
H -2.110 5.903 -1.426
H -1.704 4.404 -3.339
H -0.749 2.128 -2.894
C 4.697 3.015 -0.311
Si 2.805 2.757 -0.045
C 2.098 3.348 -1.729
C 2.310 4.060 1.266
C 2.406 0.949 0.426
Si 2.713 0.428 2.264
C 2.814 -1.465 2.486
C 1.535 1.090 3.620
C 4.417 1.145 2.814
Si 3.203 -0.267 -0.802
C 5.036 -0.664 -0.391
C 3.197 0.253 -2.639
C 2.259 -1.930 -0.846
C 2.811 -3.150 -1.231
C 1.991 -4.252 -1.402
C 0.632 -4.109 -1.168
C 0.162 -2.871 -0.763
N 0.957 -1.828 -0.616
H 4.912 4.075 -0.409
H 5.041 2.525 -1.212
H 5.281 2.639 0.518
H 2.895 3.690 -2.382
H 1.404 4.175 -1.613
H 1.591 2.546 -2.245
H 1.963 4.965 0.774
H 3.149 4.338 1.893
H 1.515 3.714 1.910
H 1.853 -1.915 2.277
H 3.062 -1.713 3.514
H 3.550 -1.937 1.846
H 0.563 0.626 3.518
H 1.401 2.164 3.580
H 1.920 0.840 4.606
H 5.231 0.788 2.197
H 4.629 0.854 3.838
H 4.419 2.228 2.778
H 5.617 0.249 -0.356
H 5.484 -1.299 -1.149
H 5.158 -1.155 0.566
H 3.652 1.224 -2.791
H 2.179 0.300 -3.005
H 3.735 -0.465 -3.253
H 3.875 -3.230 -1.395
H 2.395 -5.202 -1.725
H -0.049 -4.938 -1.281
H -0.888 -2.706 -0.567
C -4.611 -2.151 5.562
C -5.363 -2.243 4.235
C -6.668 -1.460 4.339
C -7.437 -1.563 3.033
C -6.571 -1.057 1.917
C -7.142 -0.510 0.788
C -6.339 0.021 -0.217
F -6.946 0.553 -1.287
C -4.972 0.053 -0.098
C -4.372 -0.524 1.026
C -2.907 -0.487 1.139
O -2.239 0.231 0.382
C -2.399 -1.326 2.185
C -3.238 -1.888 3.099
N -4.570 -1.721 3.119
C -5.170 -1.105 2.037
C -0.913 -1.622 2.363
O -0.614 -2.555 3.100
O -0.085 -0.877 1.772
H -5.313 -2.318 6.373
H -4.175 -1.162 5.682
H -3.826 -2.894 5.649
H -5.599 -3.294 4.022
H -6.442 -0.414 4.552
H -7.261 -1.857 5.163
H -8.355 -0.974 3.080
H -7.723 -2.603 2.855
H -8.216 -0.483 0.680
H -4.350 0.476 -0.871
H -2.788 -2.503 3.865
O -3.967 0.640 -4.169
S -3.427 -0.484 -3.456
O -4.360 -1.309 -2.735
N -2.188 -0.003 -2.501
C -1.044 -0.452 -2.924
O 0.074 -0.140 -2.439
C -1.131 -1.398 -4.086
C -0.121 -2.148 -4.670
C -0.465 -3.007 -5.706
C -1.772 -3.101 -6.161
C -2.781 -2.349 -5.570
C -2.433 -1.517 -4.536
H 0.898 -2.072 -4.317
H 0.295 -3.623 -6.166
H -2.015 -3.773 -6.971
H -3.805 -2.415 -5.898

The calculation puts the HOMO energy (alpha / beta) at -7.124 / -8.184 eV. Its gap between HOMO and LUMO (alpha / beta) is 0.2687 / 0.1916 hartree. The expectation value of S² is 8.783. As for the spin multiplicity: 6.

Mulliken population analysis, charges in e, atoms 1 to 99: 4.373 -0.851 0.303 -1.296 -1.123 0.366 -0.162 -1.695 -0.576 0.018 0.395 -0.481 0.470 0.279 0.227 0.374 0.365 0.381 0.376 0.275 0.357 0.468 0.491 0.548 -1.320 0.286 -0.891 -0.688 0.698 0.900 -1.091 -0.924 -1.275 -0.531 -1.261 -0.899 0.257 -0.892 -0.648 -1.130 -0.299 1.000 0.395 0.329 0.353 0.550 0.398 -0.105 0.415 0.543 -0.330 0.081 0.505 0.236 -0.027 0.240 0.506 0.306 0.384 0.302 0.359 0.447 0.354 0.314 -0.129 0.439 0.474 0.458 0.509 0.344 -1.708 0.449 -1.027 -1.088 1.134 -0.745 -0.313 -0.365 -0.533 0.892 0.085 -0.222 -0.075 -0.750 0.255 -1.092 -0.171 -0.836 -0.979 0.437 0.374 0.494 0.119 0.328 0.397 0.438 0.335 0.524 0.786

---

[2]
Here is C43H56BiCl3N3O7P2 as an isolated structure from the Open Molecules 2025 dataset. Energies are from ωB97M-V with the def2-TZVPD basis set.

Cartesian coordinates (Å):
Bi -0.196 -0.194 0.246
C -0.178 -4.558 3.912
C -0.695 -4.296 2.503
C 0.145 -5.069 1.481
P -0.743 -2.476 1.985
C -2.353 -1.868 2.708
C -2.835 -2.468 4.027
C -3.428 -2.088 1.637
C 0.598 -1.729 2.978
C 0.519 -1.489 4.347
C 1.570 -0.943 5.062
C 1.447 -0.657 6.536
C 2.729 -0.615 4.364
C 2.825 -0.800 3.002
C 1.767 -1.358 2.267
N 1.737 -1.438 0.876
C 2.872 -1.539 0.114
C 4.100 -2.041 0.596
C 5.231 -2.086 -0.193
C 5.210 -1.678 -1.523
C 6.454 -1.666 -2.377
C 3.980 -1.311 -2.048
C 2.825 -1.248 -1.276
P 1.191 -0.957 -2.004
C 1.378 0.184 -3.467
C 1.867 -0.429 -4.779
C 2.200 1.410 -3.056
C 0.887 -2.639 -2.769
C 0.919 -3.696 -1.669
C -0.437 -2.716 -3.528
H -0.208 -5.633 4.113
H -0.778 -4.056 4.671
H 0.854 -4.221 4.012
H -1.732 -4.637 2.434
H 1.118 -4.590 1.344
H -0.357 -5.106 0.515
H 0.314 -6.096 1.816
H -2.228 -0.792 2.849
H -2.996 -3.546 3.946
H -3.789 -2.003 4.284
H -2.152 -2.278 4.854
H -3.603 -3.159 1.477
H -3.145 -1.638 0.689
H -4.365 -1.627 1.957
H -0.395 -1.717 4.880
H 0.664 -1.264 6.991
H 1.193 0.394 6.698
H 2.387 -0.856 7.054
H 3.565 -0.170 4.895
H 3.700 -0.444 2.479
H 4.151 -2.408 1.612
H 6.158 -2.454 0.234
H 7.350 -1.653 -1.756
H 6.470 -0.782 -3.016
H 6.506 -2.545 -3.026
H 3.926 -1.073 -3.102
H 0.349 0.511 -3.629
H 2.887 -0.807 -4.711
H 1.855 0.350 -5.546
H 1.225 -1.241 -5.120
H 3.266 1.184 -3.044
H 1.909 1.758 -2.067
H 2.028 2.228 -3.759
H 1.720 -2.802 -3.460
H 0.154 -3.470 -0.925
H 1.885 -3.726 -1.167
H 0.717 -4.686 -2.087
H -1.267 -2.582 -2.840
H -0.534 -3.695 -4.004
H -0.517 -1.951 -4.304
Cl -1.742 7.729 1.399
C -1.975 6.009 1.556
C -1.313 5.154 0.692
C -1.502 3.787 0.827
C -2.330 3.279 1.818
C -2.992 4.157 2.667
C -2.825 5.528 2.539
C -2.537 1.778 1.982
O -2.983 1.375 3.060
O -2.264 1.068 0.954
H -0.671 5.549 -0.085
H -1.020 3.109 0.138
H -3.637 3.742 3.431
H -3.343 6.218 3.191
Cl 3.932 2.594 1.920
C 2.246 3.120 1.732
Cl 1.667 3.915 3.193
C 1.400 1.882 1.366
O 0.680 1.337 2.207
O 1.518 1.505 0.160
H 2.227 3.833 0.915
C -4.313 2.995 -1.201
C -3.407 3.729 -2.188
C -2.513 2.813 -3.076
C -2.060 3.607 -4.309
C -1.120 2.816 -5.217
C -3.364 1.645 -3.526
O -4.235 1.732 -4.366
N -3.116 0.454 -2.890
C -2.101 0.231 -1.966
O -2.040 -0.895 -1.432
N -1.178 1.157 -1.731
C -1.271 2.416 -2.252
O -0.387 3.240 -2.101
H -4.814 3.717 -0.555
H -3.746 2.316 -0.564
H -5.082 2.424 -1.727
H -2.739 4.400 -1.645
H -4.023 4.334 -2.857
H -1.564 4.511 -3.957
H -2.952 3.892 -4.869
H -0.210 2.538 -4.681
H -0.831 3.413 -6.083
H -1.607 1.908 -5.581
H -3.734 -0.322 -3.076

For the relative energy (zero: lowest compared OMol25 entry of this formula, charge and spin), the calculation gives 21.35 kcal/mol. The calculation puts the HOMO energy at -4.552 eV. Its gap between HOMO and LUMO is 0.2541 hartree. As for the total charge: -1.

Mulliken population analysis, charges in e, atoms 1 to 99: 3.848 -1.623 0.488 -1.310 0.428 1.400 -1.632 -1.514 0.050 0.152 0.267 -1.709 -1.204 -0.727 -0.707 0.867 -0.262 -0.236 -1.204 0.299 -1.659 -0.520 -0.234 1.042 1.079 -1.753 -1.347 0.349 -1.473 -1.642 0.548 0.280 0.249 0.519 0.124 0.339 0.482 -0.371 0.249 0.459 0.384 0.359 0.085 0.468 -0.082 0.383 0.293 0.391 0.341 0.799 0.635 0.335 0.386 0.364 0.296 0.205 -0.362 0.172 0.485 0.406 0.479 -0.005 0.500 0.742 -0.030 0.181 0.731 0.169 0.542 0.302 -0.270 0.162 -1.429 1.980 0.501 -0.532 -0.750 -0.398 -0.808 -0.356 0.502 -0.346 0.460 0.415 -0.211 0.196 -0.192 -0.149 -0.313 -0.982 0.374 -1.154 -1.099 2.404 -1.477 -0.898 -0.525 -0.694 0.325

---

So what do the calculations give for maximum force? Going down the list: 1.68 1.24 eV/Å.